1.
Computed, not measured: a 7-piece molecular cluster, C54H118F3N6O3S overall at a distorted geometry, with ωB97M-V with the def2-TZVPD basis set.

```
! wB97M-V def2-TZVPD RIJCOSX def2/J DEFGRID3
* xyz 5 1
H 3.874 -13.473 -10.726
H 6.664 -16.420 -19.252
H 0.333 -16.007 -5.963
H -0.543 -13.203 -10.207
H -7.704 -16.233 -10.176
H 6.987 -16.616 -16.972
H -4.205 -17.152 -12.481
H -5.603 -17.312 -13.538
H -2.789 -20.130 -13.648
H -7.444 -14.514 -12.040
H -1.983 -15.815 -7.019
H 2.652 -13.742 -5.024
C 5.950 -16.416 -16.721
H -4.447 -23.015 -15.452
H 4.176 -13.568 -16.727
H -2.816 -10.635 -6.894
F -1.956 -16.880 -11.197
H -3.167 -13.437 -6.036
H 0.198 -14.105 -8.281
N -5.683 -15.665 -12.144
H 4.889 -15.050 -8.928
H 6.792 -19.939 -9.929
H 3.076 -14.944 -10.401
C -1.808 -21.857 -12.792
H 5.662 -13.574 -18.618
H -5.553 -16.051 -10.082
F -1.687 -17.431 -13.270
N 5.564 -14.995 -17.037
C 5.453 -17.104 -11.289
C 3.540 -14.358 -4.861
C 1.686 -20.235 -10.009
H 4.383 -19.422 -12.853
C -5.141 -14.665 -13.182
C 0.495 -20.789 -14.425
C -5.158 -15.308 -10.766
C 0.607 -20.219 -8.933
H 0.132 -23.940 -14.493
H 3.342 -16.895 -11.545
H 2.398 -21.030 -9.774
H 5.317 -17.107 -17.275
C -3.709 -14.913 -13.672
H 5.911 -17.809 -15.059
C -1.666 -11.883 -8.215
C -3.426 -12.775 -6.867
H 6.107 -14.871 -5.199
H -3.858 -14.038 -15.670
H -0.433 -22.143 -15.911
H 6.220 -14.793 -6.971
N 4.372 -14.106 -6.114
H 3.608 -17.104 -15.233
H 6.377 -13.071 -16.623
C 5.746 -16.744 -15.218
H 5.695 -17.212 -12.349
H -0.955 -21.301 -12.416
H 0.217 -19.915 -13.840
H 0.937 -19.922 -7.940
H -3.413 -20.615 -12.075
H 4.719 -15.001 -18.971
H -2.066 -22.677 -12.125
H 2.829 -14.833 -14.863
H 4.247 -16.515 -13.721
C 4.317 -14.147 -8.704
H 6.593 -12.861 -4.710
H 4.943 -14.696 -3.287
N -1.345 -22.521 -14.098
H 6.580 -14.283 -15.306
H 6.459 -16.221 -14.579
C 4.309 -16.384 -14.802
H 3.240 -15.405 -4.887
H -5.453 -14.279 -10.593
H 3.432 -14.057 -2.801
H 4.966 -13.275 -8.676
H -5.074 -21.274 -13.897
H -2.205 -12.955 -10.591
H 2.906 -20.280 -12.274
H -4.438 -12.433 -6.678
H 1.924 -21.183 -16.129
H -1.451 -20.831 -15.346
C -7.445 -17.940 -11.524
C -5.287 -17.070 -12.524
H 5.625 -16.026 -11.173
C 5.660 -12.311 -4.807
H 2.818 -18.578 -12.730
H 4.479 -14.270 -14.577
C 4.211 -13.931 -3.557
H 4.574 -19.645 -9.138
H -5.464 -13.699 -12.803
C -1.057 -17.252 -12.118
C -1.095 -15.671 -7.647
H 3.323 -14.934 -17.277
H -3.486 -14.693 -8.021
H 7.490 -17.665 -10.808
H 1.313 -20.447 -11.013
C 4.693 -19.753 -10.218
H -3.704 -12.830 -14.354
H 6.525 -17.470 -9.425
C 6.589 -14.108 -16.376
H -2.656 -24.136 -14.243
H 0.862 -16.493 -7.608
H 2.668 -18.603 -9.045
H 2.643 -13.749 -7.355
H 6.376 -19.599 -11.588
H -1.675 -14.632 -10.168
H -2.022 -23.531 -15.862
C -7.889 -16.530 -11.212
C 6.128 -19.342 -10.554
H -0.950 -24.340 -13.072
H -3.582 -15.937 -14.012
C -3.046 -20.994 -13.028
H -0.045 -21.086 -9.003
C 5.563 -15.002 -6.132
H -3.519 -21.538 -15.766
N -1.770 -13.368 -8.527
C 6.949 -14.881 -20.721
H 5.225 -12.282 -2.670
C 4.161 -14.659 -16.641
C -3.636 -22.383 -15.086
H 5.583 -12.585 -6.916
H 3.324 -15.383 -7.265
H -8.004 -18.348 -12.367
C 4.042 -17.377 -10.861
C 3.866 -14.961 -15.162
H -5.381 -18.238 -10.646
C 0.017 -16.431 -6.912
H 2.284 -19.700 -15.311
C 4.891 -12.665 -6.077
H -5.743 -14.915 -14.059
S 0.355 -16.000 -12.262
H -4.492 -22.630 -13.159
H -7.784 -18.584 -10.704
C -5.939 -18.088 -11.571
H -7.423 -15.881 -13.213
H -8.978 -16.458 -11.250
H 5.333 -16.069 -6.105
N 3.647 -18.866 -10.869
C -2.376 -11.627 -6.917
H 1.629 -18.152 -10.470
C -4.123 -21.796 -13.774
C -0.376 -23.586 -13.599
C -0.758 -14.197 -7.760
C 3.372 -14.014 -9.923
C 3.567 -14.323 -7.378
H -4.083 -15.467 -10.834
H 7.779 -15.441 -21.143
H 4.517 -20.788 -10.491
C 5.661 -14.660 -18.541
H 4.055 -12.005 -6.302
C -7.228 -15.569 -12.187
C -3.201 -13.649 -8.105
H 0.348 -23.149 -12.917
H -3.822 -13.247 -8.911
H -2.318 -13.833 -14.867
H -0.328 -17.450 -6.743
C 3.458 -19.347 -12.291
H -0.059 -19.376 -9.181
H 7.776 -15.177 -18.739
H 7.598 -14.319 -16.723
O -0.296 -14.852 -12.871
H 6.031 -15.047 -21.280
H 1.191 -21.398 -13.838
H -0.664 -13.682 -6.804
C 2.351 -18.855 -10.055
H -1.687 -11.711 -6.077
H 0.920 -19.708 -16.223
H 7.167 -13.815 -20.763
H -1.408 -16.138 -8.581
O 0.815 -15.833 -10.881
H -2.217 -11.388 -9.018
H 3.903 -16.956 -9.867
C 6.826 -15.341 -19.248
O 1.354 -16.677 -13.063
H -0.636 -11.565 -8.376
C 1.464 -20.385 -15.550
C -3.395 -13.808 -14.712
H -5.848 -19.091 -12.010
C -2.428 -23.291 -14.883
C -0.676 -21.531 -15.044
H 2.466 -13.480 -9.630
C 4.722 -12.508 -3.609
H 5.873 -11.244 -4.860
C -1.542 -13.571 -9.985
C 6.481 -17.861 -10.447
F -0.518 -18.451 -11.761
H -2.934 -14.832 -12.902
H 3.892 -11.807 -3.723
*
```

Max |F| (eV/A): 2.7
Frontier orbital gap (eV): 10.702
Total energy (Eh): -3378.69355

***

2.
Computed, not measured: a 8-piece molecular cluster, C54H120B2F8N6 overall at a distorted geometry, with ωB97M-V with the def2-TZVPD basis set.

```
! wB97M-V def2-TZVPD RIJCOSX def2/J DEFGRID3
* xyz 4 1
C -6.868 4.058 -3.168
H 3.659 4.460 3.871
H -2.420 -5.547 -0.549
H 2.891 1.607 -4.199
C 5.782 -4.100 2.714
C 1.804 -2.438 4.074
C -3.176 -3.930 -1.649
N -1.521 -4.100 -3.573
H -0.734 -2.299 -4.361
H 4.862 -2.774 0.659
C 3.876 4.236 1.150
H -6.765 2.992 -3.377
H -8.141 5.919 -0.690
H -0.625 1.894 5.009
H -5.187 1.165 2.470
C 6.269 -5.401 3.395
H -4.814 1.881 4.679
H 5.482 4.890 2.535
H 3.802 3.638 0.239
H 3.247 -2.508 -6.009
C 1.463 3.906 1.338
H 3.638 -4.760 -7.003
H -1.063 -7.624 -6.635
H -7.913 6.595 -3.672
C -1.883 0.209 4.834
H -3.598 2.255 2.753
C -3.264 2.558 6.065
F 4.686 2.223 -1.364
H 4.549 -1.145 -2.256
C 3.810 -2.887 0.891
H 1.827 -3.754 2.278
H 0.082 -6.290 -6.689
H -4.478 4.357 -3.163
H -0.514 4.105 4.202
C -0.969 -6.543 -6.545
C 3.977 -4.175 -4.911
C -1.314 -4.616 -4.971
H -2.077 2.660 3.603
C -6.703 3.604 -0.803
H -1.061 -6.702 -4.462
H 1.672 -2.295 -4.302
H -2.383 -2.202 -3.799
C 1.658 0.243 -3.032
H -0.625 3.834 1.508
H 2.133 -0.832 5.492
H -8.982 3.905 -2.553
C -3.843 -0.241 3.478
C 4.365 -3.841 3.093
N 2.778 3.761 2.061
H 0.859 0.109 -3.777
H 2.510 -1.148 -1.608
H 5.273 -1.410 2.498
H -2.605 -6.335 -5.110
H -5.633 6.362 -2.382
H 4.416 -1.707 4.898
N 3.634 -2.719 2.370
N 3.607 -1.753 -4.101
H -2.107 1.367 2.420
C -1.551 -6.079 -5.219
F 5.711 0.201 -1.512
H 3.688 -4.697 3.016
H -3.199 -2.841 -1.663
H -5.977 0.000 3.523
H -0.131 5.526 3.252
H -4.088 4.785 -1.478
H 3.702 0.794 -2.883
F 3.737 0.492 -0.275
F 5.713 1.264 0.516
H 0.071 2.594 2.385
C 5.262 4.207 1.709
H -3.946 2.959 6.811
H 4.274 -0.046 4.337
C -2.897 -4.490 -3.040
H 5.284 -4.691 -6.562
H 0.875 -1.447 -1.945
H -3.133 -0.715 2.798
C 3.905 -1.063 4.181
H -0.701 -5.785 -2.737
C -1.996 2.007 6.679
C 4.211 -1.365 2.728
H -1.158 -0.289 4.190
H -0.346 0.702 6.260
H -4.191 -4.296 -1.479
H -4.370 0.684 5.880
F 1.251 -0.302 0.446
H -1.500 -6.140 -7.411
C 6.271 4.798 0.660
H 1.605 3.411 4.736
C -4.613 4.075 -2.121
C 4.304 -4.977 -6.165
C 0.218 3.661 2.190
H 6.031 -4.137 1.657
H -2.160 2.645 -0.851
C -2.689 1.867 3.194
C -0.747 -4.361 -1.157
C 2.329 -2.207 -3.423
C -6.216 5.883 -1.597
C 0.178 4.500 3.450
H 2.445 -3.187 -2.973
C 2.940 2.329 2.450
H 0.501 -4.512 -2.915
H 6.175 -5.315 4.478
H 3.662 5.281 0.919
H 1.339 0.873 -2.206
H 2.720 5.647 3.004
H -2.218 3.440 -2.415
H -6.520 2.550 -0.959
H -0.386 -3.325 -1.107
H 1.439 4.956 1.041
H -1.951 -4.022 -5.634
H 2.031 2.071 2.983
H 2.979 1.682 1.572
H 2.246 -3.167 4.759
F -0.661 0.922 0.592
C 1.524 4.342 4.179
H 7.319 -5.584 3.181
C -5.156 0.132 2.818
H 5.596 -1.361 -3.613
H -3.032 3.378 5.381
H 4.360 -0.079 -5.113
H 1.643 -2.040 2.020
H 3.223 -2.121 0.390
H 4.299 -3.582 4.147
H -5.356 -1.796 1.881
C 1.803 -1.168 -2.445
H 4.930 -2.307 -5.605
B 0.051 -0.146 1.159
F -0.661 -1.365 1.172
H 6.935 5.490 1.163
C -7.670 6.350 -1.576
C 2.156 -2.779 2.639
H -4.555 2.028 -2.574
H 4.764 -4.388 -4.189
H 6.784 3.985 0.159
H 5.692 -6.263 3.058
B 4.985 1.034 -0.649
H -2.845 -5.576 -2.987
H -0.298 -4.285 -5.209
H -5.857 6.044 -0.584
H -1.371 2.772 7.144
H 5.696 5.363 -0.076
H -2.258 -3.916 0.277
N -3.095 0.844 4.219
C -1.132 1.209 5.702
H -3.593 -4.148 -3.804
C -0.533 -4.712 -2.647
H 2.994 -4.513 -4.585
C -3.979 1.493 5.258
C -2.168 -4.488 -0.643
H 2.722 -0.428 -5.511
C 2.415 -1.080 4.472
C -5.424 -0.743 1.587
C 3.415 -0.401 -4.666
H 1.987 -0.327 3.808
C -4.142 2.668 -1.789
H -8.725 4.482 -4.175
H -1.134 -2.266 -2.576
C -1.402 -2.614 -3.563
H 1.499 3.223 0.492
H -6.391 4.549 -4.022
H 5.631 3.243 2.055
H -4.019 -0.985 4.260
C 2.742 4.596 3.304
H -6.434 -0.600 1.213
H -0.019 -4.920 -0.571
H -4.659 -0.615 0.820
H -4.455 2.310 -0.813
H 3.827 2.171 3.055
C 4.725 -1.785 -3.112
H 4.365 -6.043 -5.965
C -8.312 4.507 -3.164
H 1.518 5.184 4.879
H 4.950 -2.806 -2.833
H 6.481 -3.376 3.146
H -7.709 7.429 -1.421
H 0.719 -2.441 4.154
H 3.761 -0.619 2.070
H -7.750 3.853 -0.711
H -2.268 1.685 -2.351
H 3.521 -3.909 0.647
F 0.436 0.122 2.496
N -6.101 4.406 -1.922
H -2.187 1.363 7.546
C 3.989 -2.704 -5.227
H -9.393 6.399 -2.940
C -2.596 2.588 -1.845
H -2.271 -0.621 5.437
H -6.193 3.937 0.103
C 2.969 0.653 -3.679
C -8.378 6.006 -2.870
*
```

Max |F| (eV/A): 2.2
Frontier orbital gap (eV): 10.458
Total energy (Eh): -3305.96559